55
Properties=species:S:1:pos:R:3 method="wB97M-V/def2-TZVPD" multiplicity=1 lumo_ha=0.0234 de_lowest_kcal_mol=13.5 smiles="Cn1c(CNC(=O)[C@@H]2CCC(=O)N(CCc3cccc(F)c3)C2)nc2ccccc21" charge=0 orbital_gap_ev=9.2154 e_tot_ha=-1360.89799
C -2.668 -3.657 -0.386
N -1.377 -3.051 -0.566
C -1.108 -1.842 -1.140
N 0.159 -1.525 -1.115
C 0.795 -2.582 -0.517
C 2.144 -2.786 -0.248
C 2.497 -3.962 0.378
C 1.543 -4.921 0.728
C 0.201 -4.741 0.463
C -0.166 -3.559 -0.163
H -0.526 -5.493 0.732
H 1.867 -5.828 1.216
H 3.536 -4.152 0.603
H 2.877 -2.049 -0.532
C -2.157 -0.911 -1.659
N -2.299 0.204 -0.740
C -3.079 0.109 0.355
O -3.886 -0.788 0.514
C -2.897 1.213 1.394
C -1.431 1.579 1.622
N -0.875 2.438 0.596
C -1.581 3.289 -0.194
O -1.022 4.072 -0.937
C -3.092 3.155 -0.188
C -3.675 2.484 1.046
H -4.726 2.244 0.879
H -3.617 3.166 1.898
H -3.356 2.589 -1.086
H -3.506 4.157 -0.315
C 0.576 2.520 0.556
H 0.851 3.556 0.339
H 0.971 2.247 1.537
C 1.166 1.609 -0.532
C 2.663 1.603 -0.435
C 3.296 0.708 0.417
C 4.674 0.732 0.518
C 5.449 1.626 -0.197
C 4.810 2.520 -1.038
C 3.431 2.510 -1.154
H 2.942 3.211 -1.813
H 5.394 3.228 -1.605
H 6.523 1.612 -0.092
F 5.281 -0.150 1.344
H 2.731 -0.011 0.990
H 0.793 0.587 -0.424
H 0.856 1.992 -1.505
H -1.342 2.084 2.595
H -0.824 0.667 1.666
H -3.300 0.801 2.325
H -1.545 0.875 -0.754
H -3.122 -1.412 -1.743
H -1.851 -0.519 -2.631
H -3.377 -2.919 -0.003
H -2.580 -4.466 0.335
H -3.042 -4.064 -1.330